DFT (wB97M-V/def2-TZVPD) results for a molecular structure, C19H22N8OOsSSe4.

XYZ file:
```
56
Properties=species:S:1:pos:R:3
Os 0.799 1.814 0.829
N -2.451 3.176 0.733
C -2.277 2.359 1.769
N -3.329 2.131 2.539
C -3.150 1.297 3.558
N -4.185 0.984 4.319
N -1.948 0.750 3.896
C -0.967 1.032 3.097
N -1.043 1.788 1.964
C 0.376 0.535 3.470
C 0.575 -0.143 4.660
C 1.863 -0.502 5.016
C 2.904 -0.161 4.170
C 2.623 0.497 2.988
N 1.380 0.836 2.629
H -3.352 3.617 0.643
H -1.702 3.420 0.110
H -5.092 1.370 4.112
H -4.065 0.368 5.104
H -0.279 -0.360 5.283
H 2.052 -1.030 5.940
H 3.929 -0.406 4.409
H 3.413 0.747 2.294
Se 2.842 1.227 -0.270
Se 4.430 2.821 -0.059
Se 3.639 4.365 1.353
Se 1.444 3.806 1.777
C -0.483 -1.400 -5.077
C 0.204 -0.046 -4.932
C -0.527 0.928 -4.017
N -0.651 0.364 -2.668
C -0.410 0.977 -1.549
S 0.023 2.597 -1.331
N -0.439 0.267 -0.317
C -0.575 -1.167 -0.095
O -1.235 -1.475 0.857
C 0.133 -2.116 -0.978
C 1.307 -1.790 -1.661
C 1.939 -2.743 -2.437
C 1.394 -4.018 -2.546
C 0.227 -4.346 -1.871
C -0.401 -3.400 -1.076
H 0.047 -2.012 -5.803
H -1.512 -1.294 -5.422
H -0.486 -1.975 -4.145
H 0.276 0.439 -5.906
H 1.227 -0.185 -4.572
H -1.533 1.137 -4.384
H 0.008 1.874 -3.934
H -0.870 -0.626 -2.631
H -1.081 0.717 0.334
H 1.734 -0.801 -1.576
H 2.858 -2.499 -2.953
H 1.888 -4.762 -3.157
H -0.190 -5.339 -1.955
H -1.300 -3.646 -0.528
```

Its charge is +2. Its molar mass is 916.6 g/mol. For the energy above the lowest of the compared OMol25 structures with the same formula, charge and spin, the calculation gives 0.572 eV. The largest force on an atom comes out at 0.978 eV/A. As for the frontier orbital gap (spin up / spin down): 0.194 / 0.194 hartree. The value obtained for the HOMO energy (spin up / spin down) is -13.44 / -13.44 eV. Its spin multiplicity is 1.